[1]
The following is a quantum chemistry calculation of a cluster of 2 separate species, C8H16NPS in total, from the Open Molecules 2025 dataset.

Geometry as XYZ:
```
27
Properties=species:S:1:pos:R:3
C 2.481 -1.718 -0.860
C 2.686 -1.867 0.439
C 1.707 -0.523 -1.316
C 2.133 -0.829 1.362
C -2.820 -0.865 0.961
C -1.232 2.127 -1.238
C -1.524 -0.552 0.197
C -1.301 1.893 0.274
N -0.924 0.612 0.768
P 1.565 0.519 0.222
S 2.640 2.131 0.237
H 2.840 -2.414 -1.602
H 3.234 -2.698 0.857
H 2.215 0.033 -2.106
H 0.716 -0.805 -1.677
H 1.288 -1.207 1.943
H 2.880 -0.439 2.058
H -2.609 -0.924 2.025
H -3.556 -0.085 0.796
H -3.229 -1.813 0.623
H -1.901 1.464 -1.783
H -1.517 3.153 -1.460
H -0.208 1.967 -1.581
H -0.837 -1.392 0.343
H -1.748 -0.472 -0.878
H -0.650 2.618 0.775
H -2.328 2.086 0.620
```

Results
Kohn-Sham gap (alpha / beta) = 7.40 / 7.58 eV
max |F| = 3.11 eV/A
LUMO (alpha / beta) = -0.33 / -0.60 eV
charge = 0
HOMO (alpha / beta) = -7.73 / -8.18 eV
E_tot = -30167.753 eV

***

[2]
The following is a quantum chemistry calculation of a structure of composition C8H16NS, from the Open Molecules 2025 dataset.

Geometry as XYZ:
```
26
Properties=species:S:1:pos:R:3
C 0.396 0.645 -0.683
C 0.281 1.915 -0.187
C -0.075 -0.098 1.753
C 0.783 0.142 -2.082
C 0.325 3.127 -1.128
C -0.979 -0.621 2.840
C -1.465 -0.819 -0.212
C 0.670 -1.721 -0.003
N -0.065 -0.497 0.273
S -0.095 2.286 1.488
H 1.034 0.020 2.071
H 1.819 0.595 -2.287
H 0.087 0.605 -2.696
H 0.820 -0.892 -2.068
H -0.726 3.655 -1.202
H 0.749 2.919 -2.170
H 0.919 3.876 -0.582
H -0.618 -0.312 3.885
H -1.226 -1.737 2.778
H -1.959 -0.192 2.819
H -2.073 -1.482 0.403
H -2.049 0.056 -0.121
H -1.483 -1.064 -1.242
H 0.607 -2.276 0.944
H 0.345 -2.310 -0.803
H 1.699 -1.684 -0.164
```

Results
Kohn-Sham gap = 7.73 eV
max |F| = 4.88 eV/A
LUMO = -4.47 eV
charge = +1
HOMO = -12.21 eV
E_tot = -20870.691 eV

***

[3]
The following is a quantum chemistry calculation of the molecule C8H16O2S2, from the Open Molecules 2025 dataset.

Geometry as XYZ:
```
28
Properties=species:S:1:pos:R:3
O 0.138 -1.126 2.288
O 0.262 -0.858 0.012
S 0.926 1.151 1.587
S 1.883 3.397 -0.099
C 0.367 -0.478 1.300
C 1.341 4.430 1.289
C -0.633 2.287 -0.441
C 0.566 -3.295 -0.118
C -0.421 -1.954 -1.927
C -1.693 -2.254 0.208
C 0.831 1.884 -0.119
C -0.297 -2.098 -0.409
H 0.303 4.794 1.158
H 1.375 3.874 2.235
H 1.986 5.284 1.351
H -0.674 2.797 -1.415
H -1.049 2.948 0.306
H -1.255 1.384 -0.444
H 0.031 -4.201 -0.401
H 1.505 -3.289 -0.634
H 0.743 -3.293 0.969
H -0.753 -2.873 -2.377
H -1.143 -1.147 -2.184
H 0.556 -1.716 -2.380
H -2.209 -1.302 0.299
H -1.658 -2.650 1.183
H -2.283 -2.900 -0.405
H 1.256 1.205 -0.832
```

Results
Kohn-Sham gap = 9.38 eV
max |F| = 2.70 eV/A
LUMO = 0.68 eV
charge = 0
HOMO = -8.70 eV
E_tot = -34321.268 eV
SMILES string = CS[C@H](C)SC(=O)OC(C)(C)C

***

[4]
The following is a quantum chemistry calculation of a cluster of 5 separate species, C8H16O4 in total, from the Open Molecules 2025 dataset.

Geometry as XYZ:
```
28
Properties=species:S:1:pos:R:3
C -1.807 0.216 -0.127
C -1.845 1.289 -0.920
C -0.062 -0.082 1.718
C -0.554 -0.304 0.453
C 0.245 -1.128 -0.377
C 1.437 -1.652 0.069
C 1.936 -1.315 1.346
C 1.228 -0.429 2.124
H -2.753 -0.066 0.314
H -2.752 1.753 -1.257
H -0.861 1.682 -1.168
H -0.718 0.484 2.361
H -0.063 -1.212 -1.411
H 2.036 -2.143 -0.688
H 2.777 -1.944 1.609
H 1.555 -0.092 3.099
H 1.952 2.416 -1.856
H 1.039 1.969 -0.748
O 1.148 1.904 -1.708
H -3.414 -2.124 0.895
H -2.235 -2.469 -0.173
O -3.168 -2.375 0.007
H -1.292 2.358 1.311
H -0.455 2.407 2.644
O -0.545 2.757 1.766
H 1.520 0.302 -2.640
H 3.054 0.011 -3.113
O 2.129 -0.197 -3.202
```

Results
Kohn-Sham gap = 9.78 eV
max |F| = 2.47 eV/A
LUMO = 0.49 eV
charge = 0
HOMO = -9.29 eV
E_tot = -16743.917 eV
SMILES string = C=Cc1ccccc1.O.O.O.O

***

[5]
The following is a quantum chemistry calculation of the molecule C8H17BFN2O5P, from the Open Molecules 2025 dataset.

Geometry as XYZ:
```
35
Properties=species:S:1:pos:R:3
C -3.001 1.065 0.360
C -1.983 1.378 1.565
B -0.469 1.740 1.121
O 0.026 3.054 1.537
P 0.754 0.607 0.148
F -0.201 -0.760 0.645
C 0.577 0.007 -1.634
C -0.813 0.375 -2.354
C -1.904 -0.784 -2.350
O -3.090 -0.459 -2.621
O -1.666 -2.147 -2.026
N 2.174 0.055 1.061
C 2.159 -1.256 1.237
C 2.479 -2.340 0.077
C 1.855 -1.910 2.687
O 1.699 2.016 -0.287
N 1.164 2.704 -1.307
O 1.727 3.755 -1.448
H -4.061 1.280 0.765
H -2.881 1.725 -0.558
H -2.968 -0.053 0.155
H -2.002 0.520 2.330
H -2.418 2.290 2.127
H 0.614 2.828 2.306
H 0.619 -1.147 -1.591
H 1.466 0.301 -2.309
H -1.174 1.373 -1.944
H -0.559 0.569 -3.465
H -1.154 -2.591 -2.744
H 3.129 -1.865 -0.735
H 1.498 -2.745 -0.368
H 3.043 -3.220 0.550
H 0.960 -1.425 3.193
H 2.800 -1.917 3.352
H 1.601 -3.025 2.523
```

Results
Kohn-Sham gap = 8.23 eV
max |F| = 4.80 eV/A
LUMO = -0.91 eV
charge = 0
HOMO = -9.14 eV
E_tot = -34467.803 eV
SMILES string = CCB(O)P(F)(CCC(=O)O)(N=C(C)C)ON=O

***

[6]
The following is a quantum chemistry calculation of the ion C8H17BNO3 with charge -1, from the Open Molecules 2025 dataset.

Geometry as XYZ:
```
30
Properties=species:S:1:pos:R:3
C -0.752 -2.982 -0.810
C -0.713 -1.737 0.098
N -0.152 -0.538 -0.509
C 1.297 -0.596 -0.699
C 2.123 0.308 0.256
C 1.392 1.398 1.018
C 0.449 1.037 2.153
O -0.023 2.298 2.553
B 0.064 3.190 1.334
O 0.679 2.308 0.265
C -0.835 -0.001 -1.594
C -2.325 -0.270 -1.753
O -0.287 0.711 -2.442
H -0.290 -3.822 -0.294
H -0.208 -2.819 -1.735
H -1.767 -3.288 -1.043
H -0.115 -1.955 0.977
H -1.706 -1.536 0.480
H 1.610 -1.619 -0.484
H 1.558 -0.404 -1.731
H 2.651 -0.318 0.973
H 2.883 0.788 -0.358
H 2.197 1.977 1.521
H 0.874 0.445 2.966
H -0.420 0.502 1.742
H 0.900 4.090 1.587
H -1.009 3.673 0.988
H -2.815 -0.705 -0.893
H -2.493 -0.846 -2.655
H -2.768 0.709 -1.912
```

Results
Kohn-Sham gap = 6.40 eV
max |F| = 1.81 eV/A
LUMO = 3.06 eV
charge = -1
HOMO = -3.35 eV
E_tot = -16882.339 eV

***

- Look up the max |F| of the fifth one.
  4.80 eV/A